A structure of composition C27H37BaBrN2O2PS3Si in a non-equilibrium geometry, computed with ωB97M-V with the def2-TZVPD basis set.

```
! wB97M-V def2-TZVPD RIJCOSX def2/J DEFGRID3
* xyz -1 1
Ba -1.18 -0.23 -0.59
O -1.95 4.78 4.41
C -1.62 3.82 3.51
C -1.34 4.10 2.18
C -1.02 3.04 1.35
N -0.96 1.77 1.75
C -1.23 1.55 3.02
Br -1.20 -0.27 3.58
C -1.57 2.51 3.96
H -1.97 5.63 3.96
H -1.37 5.10 1.78
H -0.80 3.21 0.30
H -1.78 2.25 4.98
S -1.51 3.08 -4.47
C -1.62 1.95 -3.25
S -2.23 2.40 -1.67
S -1.08 0.28 -3.54
C -4.38 -0.84 -0.70
Si -3.77 -2.62 -0.53
C -4.03 -3.43 -2.21
C -4.86 -3.49 0.73
N -2.13 -2.51 -0.03
C -1.36 -3.53 0.39
C -1.70 -4.90 0.29
C -0.92 -5.92 0.82
C 0.26 -5.65 1.48
C 0.66 -4.32 1.58
C -0.10 -3.32 1.02
O 0.33 -1.98 1.13
C 1.67 -1.72 0.96
C 2.24 -0.76 1.79
C 3.58 -0.46 1.63
C 4.35 -1.10 0.66
C 3.75 -2.04 -0.17
C 2.41 -2.36 -0.03
H -5.47 -0.86 -0.76
H -4.04 -0.32 -1.60
H -4.14 -0.19 0.16
H -5.09 -3.41 -2.48
H -3.69 -4.46 -2.25
H -3.48 -2.87 -2.97
H -5.90 -3.49 0.39
H -4.82 -2.97 1.69
H -4.58 -4.53 0.91
H -2.62 -5.16 -0.22
H -1.26 -6.95 0.70
H 0.86 -6.43 1.91
H 1.59 -4.06 2.08
H 1.62 -0.28 2.53
H 4.04 0.29 2.27
H 5.39 -0.86 0.55
H 4.33 -2.53 -0.94
H 1.94 -3.09 -0.67
C 3.92 1.19 -2.94
C 2.56 0.79 -2.39
P 1.69 1.98 -1.26
C 1.52 3.42 -2.38
C 0.74 4.60 -1.80
C 3.10 2.50 -0.18
C 2.67 3.13 1.14
H 4.27 0.46 -3.67
H 4.68 1.26 -2.16
H 3.88 2.16 -3.45
H 2.64 -0.15 -1.84
H 1.84 0.61 -3.19
H 1.00 3.06 -3.28
H 2.52 3.75 -2.68
H -0.29 4.32 -1.62
H 0.73 5.43 -2.51
H 1.19 4.97 -0.88
H 3.76 3.17 -0.74
H 3.68 1.60 0.03
H 2.16 4.09 0.99
H 3.53 3.32 1.78
H 1.98 2.48 1.68
*
```

Computed properties:
E_HOMO (eV): -3.6317
Kohn-Sham gap (eV): 5.56
Energy relative to the best compared isomer or geometry (same formula, charge and spin) (kJ/mol): 47.4
E_LUMO (Eh): 0.0709